60
Properties=species:S:1:pos:R:3 method="wB97M-V/def2-TZVPD" de_lowest_kj_mol=0.0 spin_multiplicity=2 orbital_gap_ev="2.046 / 1.870" s2=1.769
C 2.391 -3.251 -0.475
O 1.910 -2.937 -1.799
B 1.407 -1.699 -1.973
O 2.309 -0.773 -2.504
C -0.182 -1.355 -1.619
C -0.164 -0.771 -0.154
C -1.623 -0.574 0.295
C -2.281 0.531 -0.542
C -1.599 -0.004 1.736
N -2.383 -1.854 0.350
O -1.913 -2.549 1.336
C -2.347 -2.647 -0.910
C -2.672 -4.115 -0.514
C -3.471 -2.252 -1.904
C -0.960 -2.682 -1.589
H 1.805 -4.060 -0.036
H 3.428 -3.572 -0.566
H 2.379 -2.366 0.165
H 1.922 0.121 -2.508
H -0.633 -0.631 -2.346
H 0.425 0.149 -0.076
H 0.281 -1.535 0.487
H -1.758 1.485 -0.455
H -2.371 0.277 -1.606
H -3.310 0.668 -0.200
H -2.567 -0.156 2.210
H -1.466 1.079 1.644
H -0.768 -0.385 2.322
H -2.940 -4.621 -1.436
H -1.783 -4.615 -0.125
H -3.436 -4.138 0.237
H -4.352 -2.839 -1.627
H -3.231 -2.548 -2.924
H -3.780 -1.212 -1.821
H -1.119 -2.991 -2.626
H -0.359 -3.471 -1.141
Cl -4.960 -5.450 -0.341
Ca -6.938 -6.171 0.462
O 5.582 -1.375 -2.365
S 5.740 -1.106 -3.796
O 7.192 -1.111 -4.136
O 5.114 0.150 -4.186
O 5.179 -2.241 -4.575
Al 0.374 0.789 -2.634
C 1.809 7.114 3.955
F 1.342 8.215 4.542
F 2.514 7.483 2.882
F 2.649 6.515 4.803
S 0.422 5.997 3.498
O -0.363 6.789 2.575
O -0.214 5.669 4.738
N 1.319 4.849 2.866
S 0.618 3.570 2.278
O -0.118 3.753 1.054
O 0.008 2.681 3.230
C 2.155 2.710 1.763
F 2.965 2.470 2.794
F 2.850 3.423 0.876
F 1.856 1.522 1.195
F -1.881 6.050 1.218